No. 1
{
  "formula": "C4H5Cl3OS",
  "method": "ωB97M-V/def2-TZVPD",
  "lumo_energy_ev": [-0.55, -1.15],
  "de_lowest_kj_mol": 386.9,
  "gap_ev": [8.39, 7.29],
  "multiplicity": 1,
  "largest_force_ev_per_a": 5.02,
  "mol_weight_g_mol": 207.5,
  "e_homo_ev": [-8.94, -8.44],
  "total_charge": 0,
  "species": ["C", "C", "C", "C", "O", "S", "Cl", "Cl", "Cl", "H", "H", "H", "H", "H"],
  "xyz": [[-2.09, -0.23, 0.37], [0.44, 0.22, 1.05], [0.67, -0.84, -1.31], [1.27, 0.02, -0.27], [-1.13, 2.22, -0.07], [-1.21, 1.20, 0.97], [0.42, -0.38, -2.90], [2.80, -0.90, 0.17], [1.88, 1.59, -0.85], [-2.79, 0.00, -0.39], [-1.93, -1.02, 1.16], [0.24, -0.63, 1.49], [1.21, 0.65, 1.61], [0.21, -1.91, -1.02]]
}

***

No. 2
{
  "formula": "C4H5ClFN",
  "method": "ωB97M-V/def2-TZVPD",
  "lumo_energy_ev": [-0.06, -0.81],
  "de_lowest_kj_mol": 247.2,
  "gap_ev": [8.68, 7.27],
  "multiplicity": 1,
  "largest_force_ev_per_a": 1.13,
  "mol_weight_g_mol": 121.5,
  "e_homo_ev": [-8.74, -8.07],
  "total_charge": 0,
  "species": ["C", "C", "C", "C", "N", "F", "Cl", "H", "H", "H", "H", "H"],
  "xyz": [[0.51, -0.22, -0.56], [0.08, 1.14, 0.07], [0.65, -1.17, 0.45], [-1.14, 0.74, 0.75], [0.53, -0.30, -1.83], [1.11, -2.40, 0.16], [-2.57, 0.51, -0.11], [0.84, 1.52, 0.75], [-0.07, 1.83, -0.76], [0.76, -0.95, 1.50], [-1.19, 0.54, 1.81], [0.48, -1.24, -2.23]]
}

***

No. 3
{
  "formula": "C4H5ClFN2O2",
  "method": "ωB97M-V/def2-TZVPD",
  "lumo_energy_ev": 2.90,
  "de_lowest_kj_mol": 0.0,
  "gap_ev": 7.28,
  "multiplicity": 1,
  "largest_force_ev_per_a": 1.43,
  "mol_weight_g_mol": 167.5,
  "e_homo_ev": -4.38,
  "total_charge": -1,
  "species": ["C", "H", "Cl", "C", "H", "C", "N", "N", "O", "O", "C", "H", "H", "H", "F"],
  "xyz": [[-0.65, 0.40, 0.83], [-0.48, -1.12, -0.61], [-3.40, -1.18, -0.70], [0.23, -0.42, -0.11], [-1.36, -0.23, 1.37], [-1.30, 1.53, 0.14], [-1.79, 2.48, -0.29], [1.11, -1.30, 0.73], [2.30, -1.08, 0.72], [0.58, -2.20, 1.35], [1.01, 0.38, -1.13], [0.31, 0.76, -1.88], [1.54, 1.23, -0.66], [1.74, -0.26, -1.63], [0.16, 1.01, 1.86]]
}

***

No. 4
{
  "formula": "C4H5ClFNS",
  "method": "ωB97M-V/def2-TZVPD",
  "lumo_energy_ev": -0.07,
  "de_lowest_kj_mol": 421.6,
  "gap_ev": 8.59,
  "multiplicity": 1,
  "largest_force_ev_per_a": 5.00,
  "mol_weight_g_mol": 153.6,
  "e_homo_ev": -8.66,
  "total_charge": 0,
  "species": ["C", "C", "C", "C", "H", "H", "H", "H", "H", "N", "F", "S", "Cl"],
  "xyz": [[-1.31, -1.71, 1.40], [-0.22, -0.95, 0.53], [-0.71, 0.86, -1.07], [0.97, -0.61, 1.03], [-1.10, -1.53, 2.98], [-1.21, -2.87, 1.01], [-2.55, -1.12, 1.05], [-2.01, -0.63, -0.40], [0.22, 1.32, -0.62], [-1.07, -0.31, -0.45], [1.47, -1.23, 2.07], [-1.69, 1.55, -2.20], [2.09, 0.46, 0.26]]
}

***

No. 5
{
  "formula": "C4H5ClN2",
  "method": "ωB97M-V/def2-TZVPD",
  "lumo_energy_ev": -0.01,
  "de_lowest_kj_mol": 351.3,
  "gap_ev": 7.77,
  "multiplicity": 1,
  "largest_force_ev_per_a": 1.06,
  "mol_weight_g_mol": 116.6,
  "e_homo_ev": -7.78,
  "total_charge": 0,
  "species": ["C", "C", "C", "C", "N", "N", "Cl", "H", "H", "H", "H", "H"],
  "xyz": [[0.36, 1.52, -0.96], [0.25, 0.10, -0.94], [0.07, 1.82, 1.35], [-0.15, -1.88, 0.32], [0.09, 2.11, 0.16], [-0.02, -0.47, 0.17], [-1.09, 1.89, 2.52], [0.65, 2.11, -1.81], [0.42, -0.43, -1.89], [0.77, -2.42, 0.07], [-0.41, -2.08, 1.36], [-0.95, -2.28, -0.33]]
}

***

No. 6
{
  "formula": "C4H5ClN2S",
  "method": "ωB97M-V/def2-TZVPD",
  "lumo_energy_ev": 0.66,
  "de_lowest_kj_mol": 66.9,
  "smiles": "Cn1cc(Cl)[nH]c1=S",
  "gap_ev": 8.43,
  "multiplicity": 1,
  "largest_force_ev_per_a": 2.92,
  "mol_weight_g_mol": 148.6,
  "e_homo_ev": -7.77,
  "total_charge": 0,
  "species": ["C", "C", "C", "C", "N", "N", "S", "Cl", "H", "H", "H", "H", "H"],
  "xyz": [[0.89, -0.75, 0.96], [0.52, -2.00, 1.26], [-1.19, -1.13, 0.07], [-0.05, 1.02, -0.46], [-0.73, -2.24, 0.79], [-0.15, -0.24, 0.16], [-2.65, -1.03, -0.62], [1.50, -3.25, 1.97], [1.79, -0.24, 1.41], [-0.73, 0.99, -1.34], [0.05, 2.09, 0.06], [0.89, 1.01, -0.88], [-1.18, -3.12, 0.85]]
}

***

No. 7
{
  "formula": "C4H5ClO",
  "method": "ωB97M-V/def2-TZVPD",
  "lumo_energy_ev": [0.87, -2.38],
  "de_lowest_kj_mol": 88.8,
  "gap_ev": [7.52, 7.17],
  "multiplicity": 3,
  "largest_force_ev_per_a": 7.19,
  "mol_weight_g_mol": 104.5,
  "e_homo_ev": [-6.66, -9.55],
  "total_charge": 0,
  "species": ["C", "C", "C", "C", "O", "Cl", "H", "H", "H", "H", "H"],
  "xyz": [[-0.27, -2.41, -0.38], [-0.67, -1.28, 0.11], [1.30, 2.14, -0.08], [-1.08, -0.15, 0.57], [1.69, 1.01, -0.23], [-2.34, 0.76, -0.24], [-0.71, -3.35, -0.09], [0.36, 2.51, -0.52], [1.87, 2.89, 0.49], [-0.71, 0.33, 1.46], [0.55, -2.45, -1.08]]
}

***

No. 8
{
  "formula": "C4H5ClO2S",
  "method": "ωB97M-V/def2-TZVPD",
  "lumo_energy_ev": 0.54,
  "de_lowest_kj_mol": 263.8,
  "smiles": "O=S1(=O)CC=C[C@@H]1Cl",
  "gap_ev": 10.72,
  "multiplicity": 1,
  "largest_force_ev_per_a": 3.03,
  "mol_weight_g_mol": 152.6,
  "e_homo_ev": -10.18,
  "total_charge": 0,
  "species": ["C", "C", "C", "C", "O", "O", "S", "Cl", "H", "H", "H", "H", "H"],
  "xyz": [[1.11, -0.49, -0.47], [0.15, -1.34, -0.08], [1.13, 0.89, -0.11], [-1.04, -0.83, 0.60], [-0.89, 2.17, 1.06], [-1.31, 1.45, -1.22], [-0.75, 1.19, 0.05], [-2.46, -1.44, -0.19], [1.87, -0.84, -1.14], [-0.15, -2.43, -0.45], [1.53, 1.13, 0.89], [1.79, 1.58, -0.65], [-0.98, -1.03, 1.72]]
}

***

No. 9
{
  "formula": "C4H5ClOS",
  "method": "ωB97M-V/def2-TZVPD",
  "lumo_energy_ev": -0.88,
  "de_lowest_kj_mol": 288.9,
  "smiles": "O[C@H]1C[C@H](Cl)C1=S",
  "gap_ev": 7.97,
  "multiplicity": 1,
  "largest_force_ev_per_a": 6.73,
  "mol_weight_g_mol": 136.6,
  "e_homo_ev": -8.86,
  "total_charge": 0,
  "species": ["C", "C", "C", "C", "H", "H", "H", "H", "H", "O", "S", "Cl"],
  "xyz": [[0.22, 0.91, 0.10], [-0.82, -0.08, 0.72], [-0.15, -1.15, -0.11], [0.99, -0.25, -0.40], [-0.05, 2.76, -0.83], [1.04, 1.39, 0.77], [-1.97, 0.09, 0.74], [-0.52, -0.19, 1.73], [-0.78, -1.51, -1.04], [-0.18, 1.60, -1.04], [2.30, -0.76, -1.21], [-0.09, -2.81, 0.58]]
}

***

No. 10
{
  "formula": "C4H5CuLiO7",
  "method": "ωB97M-V/def2-TZVPD",
  "lumo_energy_ev": -0.23,
  "de_lowest_kj_mol": 366.1,
  "gap_ev": 3.02,
  "multiplicity": 1,
  "largest_force_ev_per_a": 2.79,
  "mol_weight_g_mol": 235.6,
  "e_homo_ev": -3.24,
  "total_charge": -1,
  "species": ["O", "C", "O", "O", "C", "O", "C", "C", "O", "O", "Cu", "Li", "H", "H", "H", "H", "O", "H"],
  "xyz": [[-4.23, 0.67, -0.06], [-3.25, -0.05, 0.24], [-3.34, -1.30, 0.41], [-2.05, 0.55, 0.25], [-0.89, -0.23, -0.03], [1.37, -0.08, -0.59], [2.88, -0.06, 0.08], [0.28, 0.71, -0.23], [2.88, 0.86, 1.03], [3.61, 0.26, -0.98], [-5.96, -1.12, 0.23], [3.28, 2.02, -0.40], [-1.05, -0.85, -0.92], [-0.67, -0.89, 0.83], [0.04, 1.41, -1.05], [0.36, 1.32, 0.68], [3.27, -1.32, 0.62], [3.47, -1.88, -0.14]]
}

***

No. 11
{
  "formula": "C4H5CuO",
  "method": "ωB97M-V/def2-TZVPD",
  "lumo_energy_ev": [-6.36, -6.34],
  "de_lowest_kj_mol": 484.7,
  "gap_ev": [5.49, 5.50],
  "multiplicity": 2,
  "largest_force_ev_per_a": 4.62,
  "mol_weight_g_mol": 132.6,
  "e_homo_ev": [-11.85, -11.84],
  "total_charge": 1,
  "species": ["H", "C", "C", "C", "H", "H", "H", "C", "O", "Cu", "H"],
  "xyz": [[0.92, 2.73, 0.40], [-0.41, 0.81, 0.64], [0.21, 1.94, 0.20], [-0.63, 1.29, -0.76], [-0.79, 0.40, 1.57], [-1.57, 1.62, -1.21], [-0.11, 0.03, -1.26], [0.23, -1.52, -0.49], [0.61, -2.28, 0.39], [2.24, -3.26, 1.59], [-0.69, -1.76, -1.06]]
}

***

No. 12
{
  "formula": "C4H5F",
  "method": "ωB97M-V/def2-TZVPD",
  "lumo_energy_ev": 0.97,
  "de_lowest_kj_mol": 97.7,
  "smiles": "C=CC(=C)F",
  "gap_ev": 10.00,
  "multiplicity": 1,
  "largest_force_ev_per_a": 6.07,
  "mol_weight_g_mol": 72.1,
  "e_homo_ev": -9.03,
  "total_charge": 0,
  "species": ["C", "C", "C", "C", "H", "H", "H", "H", "H", "F"],
  "xyz": [[0.71, 0.37, -0.10], [1.79, -0.39, 0.04], [-0.65, -0.37, -0.24], [-1.78, 0.42, 0.07], [1.68, -1.53, 0.02], [2.67, 0.03, 0.42], [-0.76, -1.44, -0.58], [-2.64, -0.26, 0.25], [-1.73, 1.45, 0.28], [0.71, 1.72, -0.16]]
}